<1>
Here is C2HN4S as an isolated structure from the OMol25 dataset. Energies are from the ωB97M-V functional and the def2-TZVPD basis.

Properties
**Molecular weight**: 113.1 g mol⁻¹
**Frontier orbital gap**: 6.51 eV
**Charge**: -1

Positions of all 8 atoms, in Å:
C (-0.00985, -0.07499, -0.06506)
C (-1.29225, -0.46276, -0.11584)
N (2.09705, -0.37833, 0.16763)
N (0.98542, -1.01818, 0.07310)
N (0.58207, 1.13322, -0.02737)
N (1.82844, 0.93124, 0.00306)
S (-2.66017, 1.33793, 0.01649)
H (-1.53071, -1.46813, -0.05201)

***

<2>
Here is a 2-piece molecular cluster, C2HN4S overall from the OMol25 dataset. Energies are from the ωB97M-V functional and the def2-TZVPD basis.

Properties
**Molecular weight**: 113.1 g mol⁻¹
**Frontier orbital gap**: 4.88 eV
**Charge**: -1

Positions of all 8 atoms, in Å:
C (0.80367, -1.86479, 0.29417)
C (0.23433, -0.91546, -0.56242)
N (-1.45521, 1.19550, 0.50282)
N (1.31322, -2.85737, 0.61922)
N (-1.04177, 2.26791, 0.71500)
N (-0.23923, 3.06649, 0.83708)
S (1.14545, -0.43923, -1.88895)
H (-0.76045, -0.45305, -0.51693)

***

Bottom line: <2>, by a margin of 0.378 eV.

***

<1>
Here is a 14-piece molecular cluster, C4H38NO13S overall from the OMol25 dataset. Energies are from the ωB97M-V functional and the def2-TZVPD basis.

Properties
**Molecular weight**: 340.4 g mol⁻¹
**Frontier orbital gap**: 9.39 eV
**Charge**: +1

Positions of all 57 atoms, in Å:
C (1.48179, 2.05033, -4.57085)
C (1.17557, 0.90157, -3.70043)
C (2.35627, 0.50516, -2.73043)
C (2.11315, -0.80424, -1.99578)
S (1.89560, -2.28595, -3.14806)
N (0.03475, 1.33545, -2.57508)
H (2.26680, 2.69966, -4.15493)
H (0.45984, 2.63072, -4.60393)
H (1.76383, 1.60771, -5.54451)
H (0.70048, 0.02762, -4.18435)
H (3.33096, 0.42594, -3.19823)
H (2.58729, 1.36477, -2.08375)
H (1.15070, -0.82858, -1.42266)
H (2.87184, -1.22241, -1.31714)
H (3.18260, -2.31941, -3.65498)
H (-0.77692, 1.90144, -2.92412)
H (0.49918, 1.69301, -1.76675)
H (-0.41962, 0.50105, -2.22729)
H (-1.41114, 1.62593, -5.69380)
H (-1.91483, 0.41163, -4.94545)
O (-1.63191, 1.33922, -4.83412)
H (-1.22550, -3.73188, 0.42189)
H (-0.37600, -3.14934, -0.70837)
O (-1.11150, -3.64398, -0.59717)
H (-1.61962, -1.64653, -1.62907)
H (-2.83208, -0.87992, -2.19678)
O (-1.89553, -0.73718, -2.01391)
H (0.28068, 1.87044, 2.36477)
H (0.19760, 0.28975, 1.94055)
O (-0.21653, 1.17588, 1.80615)
H (1.67779, 1.16269, 0.56535)
H (2.37504, -0.27119, 0.73942)
O (1.71509, 0.24795, 0.27666)
H (-3.68712, -0.41028, 3.19050)
H (-5.26093, -0.22608, 2.93257)
O (-4.46239, -0.78286, 2.81041)
H (-0.50886, -2.24834, 1.89795)
H (-0.78584, -1.01190, 2.92500)
O (-0.10276, -1.47532, 2.27203)
H (-3.54355, -4.03649, 1.48059)
H (-3.30025, -2.85133, 2.38438)
O (-2.79364, -3.61890, 2.04122)
H (-1.75547, 0.98826, 2.70647)
H (-3.21144, 0.98175, 2.15838)
O (-2.60976, 0.97806, 2.98199)
H (1.23827, 3.13805, 3.88046)
H (0.18671, 3.96769, 3.41936)
O (0.47486, 2.97505, 3.40669)
H (4.46510, 1.34577, 1.66731)
H (3.75570, 2.64641, 1.05634)
O (3.95494, 1.77340, 0.92529)
H (-0.73452, -1.17666, 4.74191)
H (-2.24761, -1.57730, 5.12433)
O (-1.67588, -0.93823, 4.63445)
H (1.66438, -1.57795, 3.79474)
H (0.84197, -0.37447, 3.59908)
O (1.41242, -0.73568, 4.27570)

***

<2>
Here is a 14-piece molecular cluster, C4H38NO13S overall from the OMol25 dataset. Energies are from the ωB97M-V functional and the def2-TZVPD basis.

Properties
**Molecular weight**: 340.4 g mol⁻¹
**Frontier orbital gap**: 8.75 eV
**Charge**: +1

Positions of all 57 atoms, in Å:
C (0.59784, -1.35584, 1.64457)
C (0.50599, -0.64827, 0.26949)
C (1.59233, -1.12603, -0.76250)
S (3.21515, -0.23421, -0.35547)
C (3.15238, 1.38108, -1.13342)
N (-0.70890, -1.93782, 2.24886)
H (1.31812, -2.41123, 1.50812)
H (0.84895, -0.54136, 2.37445)
H (0.62913, 0.39579, 0.42020)
H (-0.60520, -0.74887, -0.02939)
H (1.28638, -0.89880, -1.79024)
H (1.87538, -2.29619, -0.60335)
H (3.29516, 1.34708, -2.20978)
H (3.58528, 2.19959, -0.54876)
H (2.11713, 1.82782, -1.15933)
H (-1.40444, -1.13792, 2.21665)
H (-1.03684, -2.71079, 1.55934)
H (-0.45639, -2.29900, 3.16352)
H (-1.54448, 2.13054, 2.34848)
H (-0.74930, 1.57843, 3.60332)
O (-1.30813, 1.30200, 2.85970)
H (-0.46246, 3.96456, -3.55578)
H (-0.69485, 3.15360, -2.28123)
O (-0.03024, 3.43969, -2.89164)
H (0.55397, 1.73364, -3.37760)
H (1.68626, 0.84965, -3.49268)
O (0.76987, 0.88445, -3.46063)
H (-0.59464, -2.34353, -1.46649)
H (-1.69930, -3.25043, -1.74870)
O (-0.86872, -3.29960, -1.35876)
H (-3.41456, -2.33227, 0.30416)
H (-2.40918, -1.20292, -0.02402)
O (-2.50235, -1.98016, 0.46100)
H (-1.06433, -5.32260, 1.12529)
H (-0.88441, -4.01942, 0.20018)
O (-0.66501, -4.40821, 1.10862)
H (-0.27102, -0.21615, -2.87472)
H (-0.70911, -1.55878, -3.45900)
O (-0.76437, -0.99498, -2.68705)
H (2.21138, -3.46891, 3.77666)
H (0.90369, -3.71341, 3.02185)
O (1.26797, -3.19930, 3.59302)
H (-2.35686, 2.98594, -0.83078)
H (-2.19255, 1.64333, -1.20769)
O (-2.04606, 2.47930, -1.55210)
H (1.83330, 4.64677, -0.56472)
H (1.08540, 3.89803, -1.55197)
O (1.45322, 3.78894, -0.70350)
H (-0.55750, 3.32128, 0.59283)
H (-1.73866, 4.17366, 1.26759)
O (-1.43889, 3.30694, 0.90719)
H (-3.76976, -0.01021, -2.00472)
H (-2.19386, -0.28296, -1.82724)
O (-2.99198, -0.14643, -1.43762)
H (2.20486, 0.60835, 4.02225)
H (3.54079, 1.55217, 4.03893)
O (2.60442, 1.50398, 4.31458)

***

Bottom line: <2>, by a margin of 0.281 eV.

***

<1>
Here is C4H7ClOS as an isolated structure from the OMol25 dataset. Energies are from the ωB97M-V functional and the def2-TZVPD basis.

Properties
**Molecular weight**: 138.6 g mol⁻¹
**Frontier orbital gap**: 9.24 eV

Positions of all 14 atoms, in Å:
C (2.80179, 0.03251, 0.56690)
C (0.05961, -0.21731, 0.00631)
C (-0.19671, 1.19241, -0.65619)
C (-0.95746, -1.05935, 0.30268)
H (2.32258, 0.21983, 1.58295)
H (3.42981, 1.00975, 0.07931)
H (3.78604, -0.74916, 0.65671)
H (-1.15147, 1.36310, -0.89508)
H (0.61125, 1.14560, -1.43624)
H (-0.10669, 2.00814, 1.31063)
H (-0.61587, -2.12614, 0.70812)
O (0.16057, 2.42169, 0.14481)
S (1.64792, -0.99100, -0.38586)
Cl (-2.71590, -0.35755, 0.09945)

***

<2>
Here is a 2-piece molecular cluster, C4H7ClOS overall from the OMol25 dataset. Energies are from the ωB97M-V functional and the def2-TZVPD basis.

Properties
**Molecular weight**: 138.6 g mol⁻¹
**Frontier orbital gap (spin up / spin down)**: 7.23 / 7.20 eV

Positions of all 14 atoms, in Å:
C (1.29620, -0.52565, 0.34281)
C (-1.18257, 1.06787, -0.74864)
C (-0.02596, -0.66640, 0.94841)
C (-1.26695, -0.20890, 0.03511)
O (3.77607, -1.24509, -0.43146)
S (2.42071, -1.61481, 0.06719)
Cl (2.19883, 2.04222, -0.05615)
H (-2.12805, 1.37084, -1.39411)
H (-1.04354, 1.92325, -0.20579)
H (-0.31052, 0.94986, -1.41622)
H (-0.31978, -1.69328, 1.11404)
H (-0.03436, -0.15661, 1.89995)
H (-2.14574, -0.30259, 0.57427)
H (-1.23434, -0.94070, -0.72942)

***

Bottom line: <1>, by a margin of 0.406 eV.

***

<1>
Here is C6H4Cl2N2O3RuV as an isolated structure from the OMol25 dataset. Energies are from the ωB97M-V functional and the def2-TZVPD basis.

Properties
**Molecular weight**: 375.0 g mol⁻¹
**Frontier orbital gap (spin up / spin down)**: 7.13 / 5.46 eV
**2S+1**: 8
**Charge**: +4

Positions of all 19 atoms, in Å:
Ru (-2.11654, 2.02061, -0.43603)
V (-0.59496, 0.15445, -0.32911)
Cl (-1.03132, 1.29843, 1.68046)
Cl (0.15207, 1.94686, -1.54887)
C (-1.39871, -1.38334, -0.97425)
C (-3.72148, 2.26703, 0.43191)
C (-3.04669, 1.98860, -2.01347)
O (-1.70609, -2.47291, -1.29801)
O (-4.74543, 2.47230, 0.95018)
O (-3.67753, 1.98107, -2.99889)
N (3.31862, -1.24904, 0.33606)
C (2.77635, -1.54189, 1.59453)
C (1.46528, -1.17046, 1.53617)
N (1.18539, -0.72327, 0.23427)
C (2.33211, -0.74873, -0.45105)
H (4.29206, -1.33375, 0.05713)
H (3.36340, -1.88846, 2.42664)
H (0.68641, -1.21640, 2.27517)
H (2.46703, -0.40110, -1.47283)

***

<2>
Here is C6H4Cl2N2O3RuV as an isolated structure from the OMol25 dataset. Energies are from the ωB97M-V functional and the def2-TZVPD basis.

Properties
**Molecular weight**: 375.0 g mol⁻¹
**Frontier orbital gap (spin up / spin down)**: 7.05 / 5.32 eV
**2S+1**: 8
**Charge**: +4

Positions of all 19 atoms, in Å:
Ru (-0.69720, -0.59799, -2.87399)
V (-0.63482, -0.66858, -0.49878)
Cl (-0.74353, -2.70750, -1.56032)
Cl (-2.47619, 0.45762, -1.18797)
C (1.08189, -0.04478, -0.46760)
C (0.54786, -1.34097, -4.00409)
C (-0.24363, 1.11181, -3.37492)
O (2.21315, 0.25864, -0.33440)
O (1.33866, -1.81643, -4.72473)
O (0.08308, 2.19058, -3.68269)
N (-2.24334, -0.64388, 3.39739)
C (-1.55600, -1.85399, 3.51336)
C (-0.92340, -2.05148, 2.31336)
N (-1.20931, -0.96314, 1.47412)
C (-2.00833, -0.14321, 2.15531)
H (-2.84038, -0.21704, 4.09181)
H (-1.59035, -2.47429, 4.39158)
H (-0.30892, -2.86143, 1.97035)
H (-2.44915, 0.77396, 1.78781)

***

Bottom line: <1>, by a margin of 0.427 eV.

***

<1>
Here is a 2-piece molecular cluster, C16H19N7O3 overall from the OMol25 dataset. Energies are from the ωB97M-V functional and the def2-TZVPD basis.

Properties
**Molecular weight**: 357.4 g mol⁻¹
**Frontier orbital gap**: 5.73 eV

Positions of all 45 atoms, in Å:
C (4.01127, -0.85937, 0.09067)
C (3.17562, 0.38761, 0.27908)
N (2.07145, 0.22893, 1.24227)
C (2.39157, 0.45444, 2.66832)
C (2.00129, 1.83555, 3.16811)
C (0.91747, -0.42363, 0.82230)
C (-0.15079, -0.54844, 1.75847)
N (-1.33781, -1.18955, 1.44439)
C (-1.39188, -2.24478, 0.54884)
C (-2.58793, -2.90297, 0.32628)
C (-3.74586, -2.51852, 0.99937)
C (-3.66518, -1.47356, 1.92068)
C (-2.46785, -0.84218, 2.15786)
O (0.84459, -0.83552, -0.36225)
H (4.77470, -0.66573, -0.66903)
H (4.49177, -1.15387, 1.03309)
H (3.36375, -1.66247, -0.27193)
H (3.80090, 1.20257, 0.66758)
H (2.75698, 0.70677, -0.68749)
H (1.87029, -0.31297, 3.25713)
H (3.47236, 0.30100, 2.79824)
H (2.27043, 1.92031, 4.22668)
H (2.53047, 2.61536, 2.60727)
H (0.92109, 1.98488, 3.06865)
H (-0.12458, -0.01563, 2.71101)
H (-0.47156, -2.48253, 0.03235)
H (-2.57953, -3.72473, -0.38435)
H (-4.68977, -3.02272, 0.81528)
H (-4.54005, -1.12081, 2.46317)
H (-2.32493, -0.02309, 2.85680)
O (-2.65193, 1.74274, -0.04195)
N (-3.03455, 1.48071, -1.21449)
C (-1.99699, 1.27768, -2.17996)
C (-0.70379, 1.43284, -1.73008)
N (0.29595, 1.15222, -2.62035)
N (1.63729, 1.24075, -2.39929)
N (2.22850, 0.88984, -3.51793)
N (1.32080, 0.59077, -4.49493)
C (0.10116, 0.76283, -3.93749)
C (-1.23368, 0.63655, -4.40467)
C (-2.26172, 0.88111, -3.52512)
O (-4.24102, 1.40128, -1.53142)
H (-0.41277, 1.75513, -0.73754)
H (-1.32974, 0.36033, -5.45114)
H (-3.30578, 0.78087, -3.80249)

***

<2>
Here is one molecule with the formula C16H19N7O3 from the OMol25 dataset. Energies are from the ωB97M-V functional and the def2-TZVPD basis.

Properties
**SMILES**: CCOC(=O)c1nnn(-c2nonc2N)c1CN(C)Cc1ccccc1
**Molecular weight**: 357.4 g mol⁻¹
**Frontier orbital gap**: 8.01 eV

Positions of all 45 atoms, in Å:
C (0.71108, -0.53256, -6.20797)
C (1.73751, -0.69634, -5.14751)
O (1.20582, -1.05299, -4.09427)
C (0.89281, -0.33868, -3.22005)
O (0.98246, 0.86478, -3.37113)
C (0.18826, -1.07238, -2.03478)
N (0.28848, -2.50437, -1.84620)
N (-0.43712, -2.78174, -0.65011)
N (-0.57013, -1.51313, -0.02888)
C (-1.21985, -1.82208, 1.12083)
N (-1.95816, -0.73663, 1.59889)
O (-2.43023, -0.94555, 2.82832)
N (-2.03317, -2.54293, 3.06554)
C (-1.41475, -2.75039, 1.94398)
N (-0.57123, -3.99341, 1.75165)
C (-0.26163, -0.50629, -0.88741)
C (-0.25604, 0.92096, -0.39306)
N (1.14303, 0.96985, 0.45966)
C (2.21948, 1.08647, -0.26249)
C (0.85830, 2.45868, 1.37650)
C (-0.22863, 1.82148, 2.53006)
C (-1.23148, 2.60051, 2.57242)
C (-2.15846, 2.32154, 3.70926)
C (-1.94545, 1.25253, 4.59200)
C (-0.74520, 0.74696, 4.40819)
C (0.20504, 0.96216, 3.47518)
H (0.17909, -1.43069, -6.52295)
H (0.03661, 0.35256, -5.95077)
H (1.00113, -0.23321, -7.35176)
H (2.40110, -1.52376, -5.51273)
H (2.26090, 0.26698, -5.04943)
H (-0.92529, -4.61040, 2.39027)
H (-0.30367, -4.12971, 0.82211)
H (-0.06242, 1.62182, -1.06477)
H (-0.83519, 0.90960, 0.25089)
H (3.21630, 1.24357, 0.37995)
H (1.90037, 1.93825, -1.07264)
H (2.29865, 0.27691, -0.75991)
H (1.79571, 2.47234, 1.79704)
H (0.54813, 2.99457, 0.73674)
H (-1.41289, 3.26769, 1.97254)
H (-3.34254, 2.84246, 3.70520)
H (-2.56947, 0.90426, 5.46591)
H (-0.33449, 0.00333, 5.17206)
H (1.17724, 0.61699, 3.30364)

***

Bottom line: <1>, by a margin of 13.200 eV.

***

<1>
Here is a 2-piece molecular cluster, C5H15OPSi overall from the OMol25 dataset. Energies are from the ωB97M-V functional and the def2-TZVPD basis.

Properties
**SMILES**: C=[Si](C)C.CP(C)O
**Molecular weight**: 150.2 g mol⁻¹
**Frontier orbital gap**: 8.62 eV

Positions of all 23 atoms, in Å:
C (-1.24591, -0.84804, -0.61384)
Si (-2.63015, 0.19389, -0.24748)
C (-2.61684, 2.21199, -0.28317)
C (-4.48589, -0.38612, -0.04901)
H (-0.20021, -0.71197, -0.32242)
H (-1.55378, -1.93744, -0.77193)
H (-3.46121, 2.36219, 0.30353)
H (-1.71899, 2.57509, 0.15206)
H (-2.61932, 2.45523, -1.40726)
H (-4.60351, -0.19377, 1.02654)
H (-5.35463, -0.02193, -0.52272)
H (-4.77635, -1.47405, -0.15707)
C (2.11433, 0.03893, 1.11967)
P (3.21374, 0.38806, -0.33466)
C (3.55509, -1.39183, -0.81696)
O (4.70216, 0.53910, 0.54228)
H (2.08111, -1.02822, 1.19734)
H (2.71746, 0.39408, 1.96736)
H (1.11382, 0.47772, 1.13787)
H (4.63000, -1.42335, -0.61929)
H (3.08451, -2.16746, -0.19851)
H (3.31922, -1.50357, -1.85662)
H (4.73533, 1.45145, 0.75429)

***

<2>
Here is one molecule with the formula C5H15OPSi from the OMol25 dataset. Energies are from the ωB97M-V functional and the def2-TZVPD basis.

Properties
**SMILES**: C[Si](C)(C)P(C)(C)=O
**Molecular weight**: 150.2 g mol⁻¹
**Frontier orbital gap**: 9.67 eV

Positions of all 23 atoms, in Å:
C (-0.45169, -1.74955, 1.25399)
Si (-0.82262, -0.46871, 0.06084)
C (-2.50052, 0.39959, 0.43672)
C (-0.63604, -1.40394, -1.63474)
P (0.76324, 1.05934, 0.41961)
C (2.46008, 0.30686, 0.67039)
C (0.73239, 2.20917, -1.10067)
O (0.41986, 1.80320, 1.65216)
H (0.63892, -2.11133, 0.97955)
H (-0.40317, -1.62717, 2.35812)
H (-1.04551, -2.68412, 1.14968)
H (-3.23685, 0.42259, -0.34806)
H (-2.87181, -0.38879, 1.07266)
H (-2.45805, 1.33104, 1.04400)
H (-0.07880, -0.86708, -2.32550)
H (0.16529, -2.20464, -1.49746)
H (-1.37396, -1.92502, -2.15196)
H (2.57248, -0.11028, 1.61393)
H (2.80151, -0.44226, -0.06333)
H (3.17521, 1.11247, 0.47021)
H (0.75853, 3.24195, -0.87258)
H (1.68614, 2.00354, -1.73385)
H (-0.29463, 2.09314, -1.45372)

***

Bottom line: <2>, by a margin of 2.608 eV.